1.
{
  "formula": "C3H4F2N3",
  "method": "the ωB97M-V functional and the def2-TZVPD basis",
  "homo_lumo_gap_ev": [7.41, 7.41],
  "energy_ha": -480.27853,
  "total_charge": 1,
  "homo_ev": [-12.68, -12.68],
  "e_lumo_ev": [-5.27, -5.27],
  "spin_multiplicity": 1,
  "de_lowest_kcal_mol": 49.23,
  "symbols": ["C", "C", "C", "N", "N", "N", "F", "F", "H", "H", "H", "H"],
  "xyz": [[0.63, 0.45, -0.38], [-4.13, 0.38, 0.21], [-1.52, -0.76, -0.35], [-4.99, -0.33, 0.56], [-0.36, -0.31, -0.31], [1.30, 0.89, 0.67], [-3.78, 1.49, -0.22], [-1.74, -2.14, -0.27], [1.03, 0.72, -1.32], [-5.43, -1.24, 0.52], [2.24, 1.09, 0.33], [1.23, 0.65, 1.67]]
}

---

2.
{
  "formula": "C3H4F2NPS",
  "method": "the ωB97M-V functional and the def2-TZVPD basis",
  "homo_lumo_gap_ev": 8.86,
  "energy_ha": -1110.75543,
  "total_charge": 0,
  "homo_ev": -8.95,
  "e_lumo_ev": -0.09,
  "spin_multiplicity": 1,
  "smiles": "FP(F)C1=NCCS1",
  "de_lowest_kcal_mol": 5.13,
  "symbols": ["C", "C", "C", "N", "F", "F", "P", "S", "H", "H", "H", "H"],
  "xyz": [[-2.51, -0.22, 0.02], [-0.42, 0.68, -0.03], [-0.09, -0.82, 0.47], [-1.83, 0.79, -0.36], [-4.77, -0.36, -1.15], [-4.47, 1.51, 0.31], [-4.40, -0.12, 0.42], [-1.63, -1.67, 0.40], [-0.18, 1.42, 0.73], [0.16, 1.00, -1.05], [0.72, -1.36, -0.14], [0.12, -0.70, 1.45]]
}